{"formula": "C3H4S", "method": "ωB97M-V/def2-TZVPD", "symbols": ["C", "C", "C", "S", "H", "H", "H", "H"], "coordinates": [[-0.290213, 0.010314, -0.581830], [-0.173944, 0.557173, -2.300269], [0.332191, -0.562723, 0.815469], [0.299175, 1.631960, -1.204561], [-1.299194, 0.177790, -0.284361], [1.243317, 0.066982, 1.164593], [0.356807, -1.617552, 0.855147], [-0.468138, -0.263944, 1.535811]], "forces_ev_per_angstrom": [[0.24, 1.48, 0.12], [0.11, -2.71, 1.17], [0.00, 3.26, -0.80], [0.30, 0.97, 1.41], [-0.88, 0.06, -0.51], [-1.15, -1.75, -0.82], [0.79, -1.09, -0.09], [0.60, -0.22, -0.48]], "homo_lumo_gap_ev": 9.0, "total_energy_ev": -14005.8252, "homo_ev": -9.0, "relative_energy_kj_mol": 362.2, "lumo_energy_ev": -0.08}